1.
# C3H6N2O

The molecule C3H6N2O in a non-equilibrium geometry (wB97M-V/def2-TZVPD, the OMol25 dataset).

Results
structure (SMILES): C=N/N=C\CO
energy relative to the best compared isomer or geometry (same formula, charge and spin): 404.3 kJ/mol
orbital gap: 0.3854 Eh
max |F|: 6.3 eV/Å
E_HOMO: -9.68 eV

Geometry as XYZ:
```
12
C3H6N2O, DFT wB97M-V/def2-TZVPD
C 2.2016 -0.4538 0.0745
N 0.9914 -0.3932 0.0771
N 0.6511 0.9281 -0.2938
C -0.5934 1.0756 -0.0830
C -1.7730 0.0594 0.2368
O -1.3738 -1.2665 -0.3715
H 2.7599 -1.3006 0.2361
H 2.9464 0.2785 -0.4394
H -0.8357 2.1756 -0.2757
H -1.7793 -0.0561 1.2749
H -2.6940 0.4447 -0.2089
H -0.5014 -1.4918 -0.2272
```

Okay, here come the Löwdin numbers, in e, for every atom: -0.06 -0.07 0.01 -0.12 -0.11 -0.10 0.04 0.11 0.12 0.08 0.11 -0.02

=====

2.
# C5H3NO

The molecule C5H3NO in a non-equilibrium geometry (wB97M-V/def2-TZVPD, the OMol25 dataset).

Results
structure (SMILES): C#CCC(=O)C#N
energy relative to the best compared isomer or geometry (same formula, charge and spin): 224.4 kJ/mol
orbital gap: 0.3716 Eh
max |F|: 2.0 eV/Å
E_HOMO: -10.80 eV

Geometry as XYZ:
```
10
C5H3NO, DFT wB97M-V/def2-TZVPD
C 2.3490 -0.2834 0.4727
C 1.1873 -0.5411 0.2703
C -0.2478 -0.8374 0.1045
C -1.1897 0.2229 -0.4012
O -2.1370 -0.1908 -1.0322
C -1.0307 1.6672 -0.2380
N -0.9897 2.8196 -0.1616
H 3.3929 -0.0666 0.6177
H -0.6831 -1.5198 -0.6578
H -0.6512 -1.2705 1.0256
```

Okay, here come the Löwdin numbers, in e, for every atom: 0.12 -0.12 -0.13 -0.40 0.12 -0.10 0.19 0.04 0.14 0.14

=====

3.
# C4HIN2

A structure of composition C4HIN2 in a non-equilibrium geometry (wB97M-V/def2-TZVPD, the OMol25 dataset).

Results
energy relative to the best compared isomer or geometry (same formula, charge and spin): 416.7 kJ/mol
orbital gap (spin up / spin down): 0.2241 / 0.2239 Eh
max |F|: 9.1 eV/Å
E_HOMO (spin up / spin down): -9.00 / -9.00 eV

Geometry as XYZ:
```
8
C4HIN2, DFT wB97M-V/def2-TZVPD
C -1.7469 0.2678 0.1469
C 0.3938 1.4520 -0.0831
C 0.7241 -1.2581 -0.1552
C -0.3489 0.3799 0.2100
N -2.9048 0.2223 0.2137
N 0.9339 2.4712 -0.2149
I 2.7229 -1.4376 -0.0029
H 0.2258 -2.0975 -0.1145
```

Okay, here come the Löwdin numbers, in e, for every atom: -0.25 -0.35 -0.47 -0.14 0.16 0.18 0.96 -0.10

=====

4.
# C2H10N2S

A cluster of 2 separate species, C2H10N2S in total in a non-equilibrium geometry (wB97M-V/def2-TZVPD, the OMol25 dataset).

Results
structure (SMILES): NCN.CS
energy relative to the best compared isomer or geometry (same formula, charge and spin): 69.9 kJ/mol
orbital gap: 0.3550 Eh
max |F|: 1.8 eV/Å
E_HOMO: -9.01 eV

Geometry as XYZ:
```
15
C2H10N2S, DFT wB97M-V/def2-TZVPD
N -1.7177 2.4076 0.5256
C -1.3529 0.9807 0.5107
N -1.4217 0.3571 1.8315
H -0.8939 2.8845 0.8963
H -1.6586 2.7252 -0.4413
H -0.3648 0.8227 0.0697
H -2.0413 0.4202 -0.1254
H -0.7386 0.8317 2.4190
H -2.2801 0.7454 2.2230
C 1.8487 -2.3814 -1.6348
S 3.2558 -1.7637 -0.6085
H 1.4708 -1.4956 -2.1225
H 1.0707 -2.6830 -0.9425
H 2.1151 -3.2956 -2.1562
H 2.7086 -0.5557 -0.4446
```

Okay, here come the Löwdin numbers, in e, for every atom: -0.02 -0.39 -0.01 0.06 0.06 0.09 0.10 0.05 0.06 -0.47 0.59 0.01 0.01 0.03 -0.18

=====

5.
# C43H33BF4N12OTi

A structure of composition C43H33BF4N12OTi in a non-equilibrium geometry (wB97M-V/def2-TZVPD, the OMol25 dataset).

Results
charge: +1
energy relative to the best compared isomer or geometry (same formula, charge and spin): 131.9 kJ/mol
orbital gap (spin up / spin down): 0.2388 / 0.2485 Eh
max |F|: 2.4 eV/Å
2S+1: 2
E_HOMO (spin up / spin down): -10.22 / -10.70 eV

Geometry as XYZ:
```
95
C43H33BF4N12OTi, DFT wB97M-V/def2-TZVPD
Ti 0.3785 -0.4346 -0.9233
C -4.1123 0.1987 -2.3304
C -2.8552 -0.3880 -2.3893
N -1.7502 0.2841 -2.0715
C -1.9141 1.5736 -1.6905
C -3.2035 2.0982 -1.5122
N -4.2796 1.4236 -1.8415
C -0.6895 2.3312 -1.5094
C -0.6566 3.7202 -1.5468
C 0.5593 4.3966 -1.4459
C 1.7163 3.6172 -1.3458
C 1.6183 2.2359 -1.3629
N 0.4346 1.5814 -1.4022
C 2.7758 1.3711 -1.5443
C 4.1140 1.7751 -1.4575
N 5.0985 1.0100 -1.8736
C 4.7800 -0.1697 -2.3822
C 3.4659 -0.6333 -2.3808
N 2.4626 0.1178 -1.9389
C 0.6521 5.8554 -1.5213
C 1.5872 6.5558 -0.7590
C 1.6470 7.9341 -0.8803
N 0.8664 8.6223 -1.6930
C -0.0134 7.9658 -2.4266
C -0.1666 6.5892 -2.3792
H -5.0071 -0.3081 -2.6627
H -2.7404 -1.4153 -2.7164
H -3.3667 3.0778 -1.0834
H -1.5718 4.2759 -1.6750
H 2.6833 4.0951 -1.3291
H 4.3976 2.7211 -1.0164
H 5.5917 -0.7675 -2.7650
H 3.2292 -1.6231 -2.7452
H 2.2342 6.0418 -0.0671
H 2.3525 8.5165 -0.3022
H -0.6239 8.5741 -3.0812
H -0.8816 6.0972 -3.0187
C -1.9814 -4.0719 -0.9595
C -1.1187 -2.9022 -1.3010
N -1.0236 -1.8465 -0.5408
N -1.7874 -1.6662 0.5385
C -1.5726 -0.4541 1.0134
O -0.7572 0.3323 0.4039
C -2.2174 -0.0414 2.2541
C -2.9006 -0.9744 3.0339
C -3.4244 -0.5938 4.2534
C -3.2764 0.7137 4.6922
C -2.6114 1.6483 3.9130
C -2.0699 1.2717 2.7002
C -0.4115 -2.7568 -2.5546
C -0.4223 -3.7326 -3.5604
C 0.0772 -3.4270 -4.8080
C 0.5751 -2.1459 -5.0375
C 0.6101 -1.2507 -3.9805
N 0.1581 -1.5400 -2.7647
H -2.5376 -3.8336 -0.0568
H -1.3635 -4.9467 -0.7648
H -2.6807 -4.3177 -1.7551
H -2.9983 -1.9822 2.6634
H -3.9371 -1.3126 4.8743
H -3.6852 1.0123 5.6444
H -2.5023 2.6630 4.2660
H -1.5301 1.9778 2.0840
H -0.8235 -4.7080 -3.3444
H 0.0655 -4.1591 -5.6002
H 0.9515 -1.8591 -6.0062
H 1.0104 -0.2500 -4.1201
F 1.5048 -2.0274 -0.6047
B 2.8944 -2.6947 -0.2017
F 3.1946 -3.4050 -1.3072
F 2.6518 -3.3995 0.9044
F 3.6934 -1.6141 0.0048
C 2.7838 0.8799 2.9026
C 2.4296 0.6986 1.5756
N 1.5479 -0.2154 1.1809
C 1.0066 -1.0015 2.1090
C 1.1817 -0.8092 3.4813
C 2.1093 0.1627 3.8679
C 0.4049 -1.4606 4.5208
C -0.3659 -2.5590 4.5466
C -0.5784 -3.6333 3.5914
C -1.5098 -4.6365 3.8996
C -1.6426 -5.6701 2.9880
N -0.9029 -5.7414 1.8901
C -0.0340 -4.7635 1.7010
N 0.1407 -3.7117 2.4716
H 3.5480 1.5909 3.1696
H 2.8955 1.2982 0.8078
H 0.4043 -1.8372 1.7772
H 2.3027 0.3337 4.9151
H 0.4504 -0.9087 5.4539
H -0.8855 -2.7412 5.4801
H -2.1034 -4.6000 4.8004
H -2.3528 -6.4745 3.1312
H 0.6053 -4.8214 0.8297
```

Okay, here come the Löwdin numbers, in e, for every atom: 1.06 -0.07 -0.06 0.11 -0.18 -0.05 0.11 -0.16 0.08 -0.12 0.08 -0.17 0.06 -0.21 -0.06 0.12 -0.06 -0.07 0.09 -0.18 0.00 -0.12 0.07 -0.12 0.00 0.12 0.12 0.12 0.12 0.12 0.12 0.13 0.12 0.11 0.11 0.11 0.11 0.00 -0.25 -0.07 0.13 -0.41 -0.17 -0.14 -0.02 -0.07 -0.07 -0.06 -0.01 -0.20 0.03 -0.02 -0.02 -0.11 0.02 0.08 0.08 0.09 0.11 0.11 0.11 0.11 0.12 0.12 0.12 0.11 0.12 -0.10 -1.24 0.20 0.23 0.19 -0.02 -0.09 0.04 -0.06 -0.15 0.01 -0.02 -0.03 -0.26 0.01 -0.11 0.09 -0.20 0.14 0.11 0.09 0.09 0.12 0.12 0.11 0.11 0.11 0.12

=====

6.
# C10H24N2O5P

The ion C10H24N2O5P with charge +1 in a non-equilibrium geometry (wB97M-V/def2-TZVPD, the OMol25 dataset).

Results
charge: +1
structure (SMILES): CCCCO[N@+](CCCO)(CCC(N)=O)P(O)O
energy relative to the best compared isomer or geometry (same formula, charge and spin): 0.0 kJ/mol
orbital gap: 0.3927 Eh
max |F|: 4.4 eV/Å
E_HOMO: -13.49 eV

Geometry as XYZ:
```
42
C10H24N2O5P, DFT wB97M-V/def2-TZVPD
C 4.8902 0.0755 0.8759
C 3.7827 -0.8867 0.3952
C 2.4229 -0.1494 0.4650
C 1.2014 -1.1160 0.4851
O 0.4822 -1.0610 -0.7658
N -0.7349 -0.3674 -0.7200
C -0.6968 0.9522 -0.0407
C -1.8896 1.9031 -0.3329
C -1.4411 3.1241 -1.1861
O -2.5134 3.9134 -1.6029
C -1.8318 -1.3052 -0.3204
C -2.4857 -1.1189 1.0469
C -1.8068 -1.9530 2.1656
N -1.3367 -1.2366 3.3003
O -1.6680 -3.0936 2.0557
P -1.0669 0.0200 -2.5381
O -1.1937 -1.4309 -3.2777
O 0.3604 0.5680 -3.0393
H 5.8289 -0.4841 0.9342
H 5.0439 0.8956 0.1716
H 4.6348 0.4361 1.8751
H 3.7172 -1.7893 1.0101
H 3.9789 -1.1470 -0.6491
H 2.3180 0.3990 -0.4834
H 2.3713 0.6094 1.2523
H 1.6326 -2.1209 0.5331
H 0.5907 -1.0158 1.3872
H 0.2166 1.4698 -0.3574
H -0.6089 0.8723 1.0439
H -2.2018 2.3383 0.6238
H -2.7823 1.4176 -0.7358
H -0.8293 2.7862 -2.0397
H -0.7419 3.6793 -0.5505
H -2.8725 3.5143 -2.4056
H -2.6206 -1.2973 -1.0822
H -1.4183 -2.3165 -0.3653
H -3.4918 -1.5483 0.9739
H -2.6384 -0.0945 1.3960
H -1.9509 -1.4567 4.0840
H -1.4316 -0.2442 3.1049
H -2.1516 -1.5644 -3.3767
H 0.9327 -0.1767 -3.3102
```

Okay, here come the Löwdin numbers, in e, for every atom: -0.10 -0.24 -0.18 -0.14 -0.12 -0.31 -0.15 -0.18 -0.29 -0.03 -0.12 -0.07 -0.56 0.14 0.16 0.98 -0.19 -0.19 0.08 0.08 0.07 0.11 0.11 0.11 0.11 0.13 0.11 0.13 0.12 0.12 0.10 0.10 0.13 0.10 0.11 0.15 0.14 0.10 0.12 0.07 0.07 0.10